Molecular formula: C8H10CaN2O2S2
Method: DFT, ωB97M-V/def2-TZVPD

```
! RIJCOSX wB97M-V def2-TZVPD def2/J DEFGRID3
* xyz 0 1
Ca -0.3687 1.7720 -0.6550
C -3.4064 0.3346 -0.6260
O -2.4265 0.7190 0.3179
C -1.9835 -0.3618 1.1165
C -0.9703 0.1896 2.1166
O 0.2448 0.5592 1.5089
C 1.1760 -0.5056 1.4020
H -4.2349 -0.1807 -0.1294
H -2.9794 -0.3224 -1.3928
H -3.7755 1.2522 -1.0853
H -1.5248 -1.1376 0.4836
H -2.8338 -0.7936 1.6617
H -0.7897 -0.5522 2.9033
H -1.3850 1.1017 2.5603
H 1.3316 -0.9760 2.3792
H 2.1154 -0.0636 1.0625
H 0.8475 -1.2670 0.6840
S 2.0683 2.4914 -1.1766
C 2.5548 0.8772 -1.6021
C 3.9546 0.7310 -1.5845
N 5.1000 0.6629 -1.5488
C 1.8012 -0.2292 -1.9201
S 0.0703 -0.3737 -2.0319
C 2.4670 -1.4472 -2.1445
N 2.9468 -2.4802 -2.2996
*
```

Its LUMO energy is -1.110 eV. For the maximum force, the calculation gives 1.46 eV Å⁻¹. As for the orbital gap: 6.324 eV. The total energy is -55642.6539 eV.